(1)
{
  "formula": "C40H39N2O7PS5SbY",
  "method": "ωB97M-V with the def2-TZVPD basis set",
  "fmax_ha_per_bohr": 0.0123,
  "orbital_gap_ev": 4.46,
  "total_charge": -2,
  "elements": ["Y", "S", "Sb", "S", "S", "S", "O", "P", "C", "C", "C", "C", "C", "C", "C", "C", "C", "C", "C", "C", "C", "C", "C", "C", "C", "C", "H", "H", "H", "H", "H", "H", "H", "H", "H", "H", "H", "H", "H", "H", "H", "C", "C", "C", "C", "C", "C", "C", "S", "O", "O", "O", "H", "H", "H", "H", "H", "H", "H", "C", "N", "C", "C", "C", "O", "N", "C", "O", "H", "H", "H", "H", "H", "C", "C", "C", "C", "C", "C", "C", "O", "C", "C", "C", "H", "H", "H", "H", "H", "H", "H", "H", "H", "H", "H", "H"],
  "positions_angstrom": [[-1.69829, 0.60655, -1.09756], [-0.15705, 2.52041, 4.91873], [-2.26503, 2.87406, 3.95901], [-1.53817, 1.77984, 1.38133], [-2.63595, -0.02488, 1.16574], [-2.55116, 5.09378, 3.46292], [0.57286, 0.20328, -0.28615], [1.33467, -0.52552, 0.77758], [2.51102, 0.55042, 1.62120], [3.83309, 0.16113, 1.84450], [4.70150, 1.00664, 2.51530], [4.25054, 2.23721, 2.98353], [2.93353, 2.61748, 2.78366], [2.06546, 1.78118, 2.09333], [2.38016, -1.74902, -0.07199], [2.82569, -1.38365, -1.34233], [3.66129, -2.22535, -2.05977], [4.04491, -3.44785, -1.52362], [3.59784, -3.82163, -0.26400], [2.77375, -2.97115, 0.46277], [0.40877, -1.39685, 2.03091], [0.17779, -0.79133, 3.26191], [-0.65643, -1.40847, 4.18473], [-1.24480, -2.62625, 3.88616], [-1.02195, -3.23129, 2.65397], [-0.20941, -2.61053, 1.72438], [4.19173, -0.79622, 1.48513], [5.72793, 0.70148, 2.68290], [4.92262, 2.88725, 3.53168], [2.54247, 3.53464, 3.20444], [1.02141, 2.05280, 1.98223], [2.48928, -0.44588, -1.77047], [4.00075, -1.93122, -3.04596], [4.68841, -4.11106, -2.08993], [3.89136, -4.77566, 0.15710], [2.43377, -3.26034, 1.44985], [0.56916, 0.18765, 3.51816], [-0.85781, -0.88807, 5.11267], [-1.91007, -3.09338, 4.60315], [-1.52339, -4.15597, 2.39658], [-0.08818, -3.05340, 0.74160], [-7.62985, 0.18465, 3.19218], [-6.89152, 0.49700, 1.91894], [-6.65712, -0.48853, 0.96658], [-5.93274, -0.21343, -0.18302], [-5.46320, 1.07164, -0.39035], [-5.68504, 2.07322, 0.54104], [-6.39400, 1.77734, 1.69211], [-4.46108, 1.42297, -1.79815], [-5.30065, 1.95992, -2.83657], [-3.77532, 0.14907, -2.14880], [-3.38770, 2.31244, -1.32262], [-7.77614, -0.89021, 3.30729], [-8.61381, 0.66091, 3.21273], [-7.07394, 0.54449, 4.05955], [-6.99739, -1.50166, 1.15124], [-5.67230, -0.99868, -0.88023], [-5.24153, 3.05224, 0.41344], [-6.51473, 2.54496, 2.44811], [-1.79367, -5.35629, -1.53625], [-1.25813, -4.06146, -1.90651], [-0.17609, -3.98614, -2.73006], [0.33530, -2.81434, -3.13457], [-0.29344, -1.60230, -2.63610], [0.09320, -0.46200, -2.97939], [-1.31902, -1.70431, -1.76519], [-1.90139, -2.88689, -1.42735], [-2.89173, -3.00309, -0.73034], [-2.09788, -5.91981, -2.42152], [-2.66062, -5.18126, -0.90649], [-1.05370, -5.93677, -0.97984], [0.23991, -4.93933, -3.03571], [1.19345, -2.75818, -3.78506], [5.69712, 2.90994, -0.96332], [4.31129, 2.83754, -1.54226], [3.24173, 3.39779, -0.86263], [1.93031, 3.28133, -1.31511], [0.83232, 3.88010, -0.49231], [1.71805, 2.58905, -2.52267], [0.36547, 2.28265, -2.99303], [-0.61586, 2.29226, -2.27027], [2.79209, 2.03544, -3.24502], [2.57899, 1.22650, -4.50121], [4.07519, 2.16682, -2.73846], [5.85295, 3.84851, -0.43091], [6.45941, 2.81726, -1.73834], [5.84790, 2.10033, -0.24521], [3.41623, 3.91465, 0.07382], [1.24762, 4.52271, 0.28285], [0.23681, 3.10114, -0.00956], [0.12526, 4.45491, -1.09096], [0.25217, 1.95957, -4.03492], [1.88759, 0.39952, -4.32497], [3.53105, 0.81901, -4.84261], [2.16935, 1.83113, -5.31416], [4.90469, 1.71487, -3.27315]],
  "mulliken_charge": [-0.24, -0.76, 0.32, 0.12, -0.43, -0.81, 2.85, 1.00, 0.63, -0.85, -0.79, -0.65, -1.18, -0.17, -0.08, -0.26, -0.51, -0.72, -0.81, -0.45, 0.45, -0.80, -0.59, -0.69, -0.84, -0.21, 0.29, 0.40, 0.39, 0.55, 0.56, 0.06, 0.48, 0.36, 0.42, 0.49, 0.06, 0.46, 0.35, 0.36, 0.36, -1.50, 1.20, -0.71, -0.53, 0.44, -0.64, -0.76, 1.54, -0.76, -0.70, -0.61, 0.34, 0.33, 0.34, 0.23, 0.28, 0.44, 0.37, -1.26, 0.25, -0.29, -1.08, 0.75, -0.43, 0.42, 0.05, -0.74, 0.37, 0.34, 0.36, 0.42, 0.49, -1.60, 0.69, -0.87, 1.26, -1.79, 1.39, -0.52, -0.57, 0.96, -2.00, -0.82, 0.38, 0.43, 0.21, 0.31, 0.52, -0.18, 0.41, 0.33, 0.31, 0.38, 0.39, 0.27]
}

=====

(2)
{
  "formula": "C41H46BrCl5CuN5OPTe",
  "method": "ωB97M-V with the def2-TZVPD basis set",
  "s2": 0.76,
  "fmax_ha_per_bohr": 0.0304,
  "spin_multiplicity": 2,
  "orbital_gap_ev": [6.81, 6.77],
  "total_charge": 0,
  "elements": ["Cu", "Cl", "C", "C", "Cl", "C", "Cl", "C", "O", "C", "Cl", "C", "Cl", "N", "C", "C", "C", "C", "C", "C", "C", "N", "C", "C", "N", "C", "H", "H", "H", "H", "H", "H", "H", "Br", "C", "C", "C", "N", "C", "C", "H", "H", "H", "H", "C", "Te", "C", "C", "C", "C", "C", "C", "C", "H", "H", "H", "H", "H", "H", "H", "H", "C", "C", "C", "C", "P", "N", "C", "C", "C", "C", "C", "C", "C", "C", "H", "H", "H", "H", "H", "H", "H", "H", "H", "H", "H", "H", "H", "H", "H", "H", "H", "H", "H", "H", "H", "H", "H", "H", "H", "H", "H"],
  "positions_angstrom": [[0.55162, -0.07638, 0.49840], [6.50813, 0.40277, 4.42288], [5.29932, 0.22606, 3.21508], [4.15362, 1.01737, 3.24792], [3.93407, 2.15833, 4.51255], [3.19624, 0.89253, 2.25494], [1.79934, 1.89690, 2.28035], [3.31537, -0.03889, 1.19949], [2.46430, -0.14541, 0.24419], [4.47790, -0.84760, 1.22598], [4.63171, -2.01340, -0.02285], [5.45703, -0.71105, 2.19333], [6.86462, -1.69435, 2.14684], [1.78489, 9.49406, -4.24343], [1.59891, 8.47883, -3.74721], [1.32408, 7.22604, -3.15536], [0.02410, 6.95862, -2.72875], [-0.28440, 5.71217, -2.23019], [0.69797, 4.72796, -2.15499], [2.00758, 5.01010, -2.53093], [2.31764, 6.25744, -3.03296], [0.32813, 3.42914, -1.77332], [-0.80506, 2.79244, -2.20829], [-0.78457, 1.55297, -1.64896], [0.32241, 1.43403, -0.86804], [0.98154, 2.56153, -0.96854], [-0.73328, 7.72077, -2.81432], [-1.28659, 5.48936, -1.89975], [2.76942, 4.24964, -2.46608], [3.31950, 6.47753, -3.36234], [-1.49353, 3.25059, -2.88817], [-1.47414, 0.74252, -1.76907], [1.91353, 2.78010, -0.48456], [-0.43837, -6.84926, -0.26064], [0.01846, -5.00551, -0.16417], [0.87143, -4.54766, 0.82605], [1.18854, -3.19837, 0.82861], [0.70423, -2.33991, -0.05452], [-0.10788, -2.78982, -0.99671], [-0.49416, -4.11615, -1.09366], [1.27947, -5.22043, 1.56222], [1.86167, -2.79379, 1.57204], [-0.46283, -2.05553, -1.70756], [-1.16234, -4.44680, -1.87100], [2.59416, -2.70232, -3.10049], [2.70927, -0.65248, -2.41328], [2.78808, -0.21529, -4.54496], [2.79761, -1.50812, -5.28556], [2.89265, -1.52491, -6.66993], [2.85800, -2.71866, -7.36211], [2.73967, -3.91173, -6.66840], [2.66879, -3.90403, -5.28871], [2.70235, -2.70428, -4.58905], [1.63895, -3.12876, -2.78975], [3.37832, -3.30504, -2.64276], [3.68199, 0.36378, -4.77360], [1.93331, 0.38489, -4.86065], [2.98798, -0.58981, -7.20185], [2.92610, -2.72089, -8.43953], [2.70099, -4.84716, -7.20539], [2.59052, -4.83584, -4.74403], [-3.20855, -2.07847, 0.33743], [-3.24184, -1.95695, 1.86381], [-4.67108, -2.06699, 2.38146], [-2.40115, -3.10860, 2.41164], [-2.22334, -0.36740, 2.30765], [-0.87837, -0.39468, 1.56580], [-1.78233, -0.36099, 4.18121], [-1.34194, 1.06402, 4.51538], [-0.54644, -1.24568, 4.35920], [-2.88747, -0.79259, 5.13626], [-3.31367, 1.18691, 1.90780], [-3.97496, 0.95443, 0.55112], [-2.33522, 2.34882, 1.72214], [-4.40928, 1.51710, 2.91428], [-3.18387, -3.12458, 0.03557], [-2.30265, -1.59744, -0.03028], [-4.07332, -1.62714, -0.13709], [-5.06217, -3.05522, 2.13595], [-5.32782, -1.33336, 1.92095], [-4.72045, -1.94750, 3.45917], [-2.74407, -4.05832, 2.00171], [-2.46481, -3.18040, 3.49196], [-1.36196, -2.96346, 2.12269], [-0.62584, 1.41156, 3.77482], [-0.85195, 1.07174, 5.48829], [-2.17866, 1.75335, 4.57065], [0.13233, -1.09253, 3.52170], [-0.78822, -2.30120, 4.42234], [-0.03228, -0.96834, 5.27792], [-3.79254, -0.20677, 4.99957], [-2.53787, -0.64357, 6.15851], [-3.12878, -1.84683, 5.02585], [-3.22034, 0.69301, -0.18524], [-4.47333, 1.86978, 0.22578], [-4.72432, 0.17180, 0.59659], [-1.42385, 1.97271, 1.25518], [-2.07244, 2.83141, 2.65729], [-2.77088, 3.10898, 1.07441], [-5.05966, 0.66118, 3.07350], [-5.01543, 2.34025, 2.53167], [-4.00755, 1.83316, 3.87101]],
  "mulliken_charge": [-1.27, -0.21, 0.56, -0.18, -0.20, 0.82, -0.24, -1.38, 0.20, 0.84, -0.19, -0.21, -0.19, -0.50, 0.03, 0.54, -0.85, -0.57, 0.59, -0.28, -0.91, 0.30, -0.73, -1.27, 1.62, -0.99, 0.45, 0.51, 0.51, 0.45, 0.67, 0.62, 0.63, -0.14, -0.15, -0.75, -0.97, 2.23, -0.98, -0.89, 0.50, 0.30, 0.40, 0.60, -0.53, 0.30, -1.30, 0.60, -0.68, -0.58, -0.57, -0.58, 0.46, -0.01, 0.41, 0.47, 0.44, 0.45, 0.39, 0.40, 0.45, -1.66, 2.38, -1.83, -1.80, -1.35, 1.89, 2.30, -1.72, -1.81, -1.98, 2.46, -1.86, -2.10, -1.89, 0.56, 0.03, 0.29, 0.52, 0.30, 0.27, 0.66, 0.21, 0.29, 0.11, 0.66, 0.19, 0.21, 0.28, 0.53, 0.26, 0.53, 0.32, 0.26, 0.69, 0.21, 0.25, 0.27, 0.49, 0.31, 0.51, 0.28]
}

=====

(3)
{
  "formula": "C17H22AsCoN3O8PS3Se",
  "method": "ωB97M-V with the def2-TZVPD basis set",
  "fmax_ha_per_bohr": 0.0048,
  "orbital_gap_ev": [6.77, 6.77],
  "total_charge": 0,
  "elements": ["Co", "O", "As", "O", "O", "C", "C", "C", "C", "C", "C", "S", "O", "O", "O", "H", "H", "H", "H", "H", "Se", "N", "C", "C", "C", "C", "N", "C", "N", "H", "H", "H", "C", "C", "C", "O", "P", "S", "S", "O", "C", "C", "C", "H", "H", "H", "H", "H", "H", "H", "H", "H", "H", "H", "H", "H", "H"],
  "positions_angstrom": [[-0.72310, -1.23819, -0.77549], [2.87733, 1.03990, -1.85794], [1.64653, -0.11999, -2.34482], [1.00295, 0.24380, -3.78781], [0.56561, 0.00700, -1.02297], [2.73667, -1.70207, -2.19706], [3.88701, -1.68072, -2.98385], [4.78055, -2.73825, -2.97243], [4.53243, -3.83752, -2.16396], [3.39256, -3.87819, -1.37966], [2.49682, -2.81933, -1.39665], [-0.01148, -3.55630, -1.33167], [1.37567, -2.92221, -0.58216], [-0.22652, -2.45915, -2.33833], [-0.96712, -3.19866, -0.23395], [2.59351, 1.92912, -2.10742], [4.08078, -0.81922, -3.61005], [5.66794, -2.70148, -3.58951], [5.22608, -4.66777, -2.14375], [3.17942, -4.72380, -0.73870], [-4.93415, -2.79106, -2.49664], [-5.24844, -1.21972, -3.25472], [-4.20141, -0.46683, -2.99142], [-4.01530, 0.87682, -3.44312], [-2.86435, 1.49310, -3.10782], [-1.88500, 0.82904, -2.30499], [-2.02956, -0.38295, -1.84757], [-3.16626, -1.08674, -2.19938], [-3.35627, -2.32876, -1.84884], [-4.78302, 1.35222, -4.03778], [-2.64605, 2.50482, -3.41601], [-0.97067, 1.33502, -2.04965], [-2.56730, 3.11990, 4.06132], [-2.28241, 1.72888, 3.53699], [-2.21194, 0.67598, 4.62037], [-0.98743, 1.76020, 2.87779], [-0.86338, 1.59609, 1.29985], [-2.02510, 2.74528, 0.25935], [-1.32066, -0.43815, 1.15478], [0.64105, 1.93085, 1.04170], [1.88950, 1.53838, 1.68544], [1.89104, 0.11438, 2.19843], [2.19701, 2.55161, 2.77031], [-3.52678, 3.13617, 4.58068], [-2.59991, 3.83285, 3.23843], [-1.78600, 3.42347, 4.76062], [-3.03740, 1.45511, 2.79465], [-1.43536, 0.93368, 5.34294], [-1.98548, -0.30238, 4.19582], [-3.16684, 0.61594, 5.14400], [2.61018, 1.62645, 0.87270], [1.17214, -0.01662, 3.00819], [2.88802, -0.10799, 2.58433], [1.66218, -0.59550, 1.40661], [1.47832, 2.46406, 3.58499], [2.15372, 3.56533, 2.37269], [3.19965, 2.37409, 3.16312]],
  "nbo_charge": [1.26, -1.02, 2.44, -1.12, -1.10, -0.48, -0.10, -0.24, -0.18, -0.25, 0.28, 1.77, -0.72, -0.97, -0.96, 0.50, 0.22, 0.22, 0.22, 0.23, 1.00, -0.58, 0.06, -0.12, -0.23, 0.20, -0.43, 0.28, -0.61, 0.24, 0.24, 0.26, -0.63, 0.10, -0.63, -0.86, 1.75, -0.62, -0.44, -0.85, 0.12, -0.64, -0.63, 0.21, 0.23, 0.21, 0.20, 0.21, 0.22, 0.21, 0.20, 0.22, 0.22, 0.23, 0.22, 0.22, 0.21]
}

=====

(4)
{
  "formula": "C29H22InN9O3",
  "method": "ωB97M-V with the def2-TZVPD basis set",
  "fmax_ha_per_bohr": 0.0139,
  "orbital_gap_ev": 7.80,
  "total_charge": 0,
  "elements": ["In", "C", "C", "N", "N", "C", "O", "C", "C", "C", "C", "C", "C", "C", "C", "C", "C", "C", "N", "H", "H", "H", "H", "H", "H", "H", "H", "H", "H", "H", "H", "O", "C", "N", "C", "C", "C", "C", "C", "C", "N", "C", "C", "C", "C", "C", "N", "H", "H", "H", "H", "H", "H", "H", "H", "H", "H", "O", "N", "C", "C", "N", "C", "N"],
  "positions_angstrom": [[-0.03898, 0.49504, 0.14878], [-3.90114, -2.06080, 0.31724], [-2.50268, -1.60539, 0.04789], [-1.97996, -0.60711, 0.65783], [-2.67270, 0.01662, 1.64236], [-1.82006, 0.62265, 2.44921], [-0.54957, 0.53071, 2.36027], [-2.39275, 1.47398, 3.52464], [-3.73549, 1.84042, 3.51219], [-4.23457, 2.66966, 4.50324], [-3.39903, 3.13298, 5.51132], [-2.05985, 2.76856, 5.52603], [-1.55606, 1.94343, 4.53242], [-1.60616, -2.39558, -0.83128], [-2.08287, -3.38353, -1.68625], [-1.17356, -4.14149, -2.40634], [0.18013, -3.90103, -2.24923], [0.56673, -2.88887, -1.38249], [-0.29810, -2.15771, -0.69367], [-4.45127, -1.25530, 0.79432], [-3.90201, -2.92171, 0.98986], [-4.40498, -2.35318, -0.60320], [-4.36658, 1.47815, 2.71289], [-5.27671, 2.96101, 4.48733], [-3.79118, 3.78154, 6.28424], [-1.40776, 3.12867, 6.31127], [-0.51410, 1.65224, 4.52079], [-3.14340, -3.55680, -1.79234], [-1.52119, -4.91426, -3.07935], [0.92309, -4.48238, -2.77623], [1.61357, -2.65074, -1.23253], [3.58418, -0.05947, -1.87355], [2.42217, -0.00520, -1.48794], [1.98975, 0.03036, -0.22100], [2.95411, 0.35814, 0.79968], [2.56237, 1.63713, 1.51534], [3.45890, 2.30710, 2.34163], [3.04298, 3.45010, 2.99403], [1.73703, 3.89458, 2.81904], [0.90845, 3.16932, 1.99074], [1.32164, 2.07647, 1.34727], [1.32037, 0.03942, -2.53644], [1.63965, -0.12859, -3.87269], [0.62557, -0.04886, -4.81163], [-0.67234, 0.20682, -4.39089], [-0.90791, 0.37295, -3.03880], [0.07008, 0.28197, -2.14134], [3.94361, 0.47362, 0.35351], [3.01432, -0.44022, 1.54786], [4.46615, 1.92868, 2.45624], [3.72688, 3.99561, 3.63108], [1.36888, 4.78051, 3.31608], [-0.12460, 3.45843, 1.83393], [2.67319, -0.30248, -4.13423], [0.84307, -0.17318, -5.86435], [-1.48769, 0.28727, -5.09554], [-1.89383, 0.59919, -2.64964], [-1.64398, 1.97086, -0.30865], [-1.89101, 3.21162, -0.55526], [-0.99403, 4.00825, -1.07868], [-1.39595, 5.36334, -1.30604], [-1.70924, 6.45577, -1.47529], [0.31602, 3.58535, -1.47360], [1.34573, 3.17067, -1.77354]],
  "nbo_charge": [1.85, -0.68, 0.25, -0.31, -0.44, 0.58, -0.77, -0.05, -0.19, -0.22, -0.20, -0.21, -0.21, 0.16, -0.23, -0.15, -0.25, 0.07, -0.43, 0.26, 0.24, 0.22, 0.24, 0.21, 0.21, 0.21, 0.23, 0.22, 0.22, 0.23, 0.21, -0.64, 0.63, -0.80, -0.27, 0.25, -0.24, -0.14, -0.26, 0.08, -0.50, 0.16, -0.20, -0.14, -0.24, 0.06, -0.52, 0.25, 0.21, 0.22, 0.22, 0.23, 0.21, 0.26, 0.22, 0.23, 0.22, -0.61, 0.09, -0.18, 0.27, -0.30, 0.27, -0.31]
}